# 1
Computed, not measured: the ion C11H21N3 with charge +2 in a non-equilibrium geometry, with ωB97M-V/def2-TZVPD.

Positions of all 35 atoms, in Å:
1 C -4.4768 -0.2966 0.4714
2 C -4.2762 0.6950 -0.6318
3 C -0.5552 -0.2121 0.2275
4 C -2.5664 -1.6684 -0.4142
5 C 0.0219 1.1315 0.7184
6 C 4.1825 0.3976 0.1187
7 C -3.0745 -1.0523 0.7323
8 C -2.7806 0.8171 -0.8336
9 C 2.2580 0.8704 1.6239
10 C -2.0193 -0.1313 -0.1364
11 C 3.6298 -0.7068 -1.8869
12 N 3.5699 0.6355 1.5192
13 N 1.4041 1.0055 0.6251
14 N 3.5043 -0.7527 -0.4447
15 H -4.7336 0.2102 1.4333
16 H -5.1709 -1.0152 0.1081
17 H -4.6472 0.3667 -1.6260
18 H -4.7276 1.6319 -0.3685
19 H 0.0517 -0.5439 -0.6609
20 H -0.4251 -1.0394 0.9375
21 H -1.7730 -2.3710 -0.1136
22 H -3.2730 -1.7238 -1.3985
23 H -0.3709 1.9313 0.1638
24 H -0.1644 1.2161 1.7635
25 H 4.1161 1.3520 -0.5030
26 H 5.2982 0.3397 0.3976
27 H -2.8485 -1.4621 1.6461
28 H -2.3653 1.7973 -1.1941
29 H 1.8202 1.0814 2.5847
30 H 4.7014 -0.7301 -2.2152
31 H 3.1791 -1.6492 -2.2133
32 H 3.0246 0.0766 -2.2859
33 H 4.0865 0.4982 2.3096
34 H 1.7297 1.0298 -0.3312
35 H 3.6705 -1.7288 -0.1230

HOMO-LUMO gap	7.3	eV
charge	+2

# 2
Computed, not measured: a cluster of 2 separate species, CH6N3O in total in a non-equilibrium geometry, with ωB97M-V/def2-TZVPD.

Positions of all 11 atoms, in Å:
1 C -0.2029 -1.9867 -0.2302
2 N 0.1501 2.7868 1.1379
3 N 0.3608 0.3691 -0.4445
4 N -0.1738 -0.6420 -0.1127
5 O 0.4822 2.2241 0.0568
6 H -0.4093 -2.4529 0.8184
7 H 0.6239 -2.4384 -0.8098
8 H -1.2228 -2.1846 -0.7467
9 H -0.8731 2.8906 1.4769
10 H 0.7883 2.8869 1.8473
11 H 1.1261 0.5583 -1.0843

HOMO-LUMO gap (alpha / beta)	7.8 / 8.9	eV
charge	+1

# 3
Computed, not measured: a cluster of 9 separate species, C16H54N4O9 in total in a non-equilibrium geometry, with ωB97M-V/def2-TZVPD.

Positions of all 83 atoms, in Å:
1 O 14.2845 11.6765 5.9565
2 H 13.6088 11.9515 6.6067
3 H 14.7495 10.9589 6.3962
4 O 10.7384 11.9996 4.6152
5 H 11.2929 11.3904 5.1237
6 H 9.8496 11.6318 4.6698
7 O 12.1776 12.0275 7.8457
8 H 11.8684 11.3201 8.4180
9 H 11.9770 12.8433 8.3329
10 O 12.3287 14.8894 8.4453
11 H 12.0747 14.5814 7.5553
12 H 11.8024 15.6832 8.5711
13 O 11.5221 14.3844 5.8943
14 H 11.9791 14.9368 5.2497
15 H 11.4565 13.5073 5.4822
16 C 5.3694 13.3652 9.6627
17 C 5.6446 14.8651 9.4211
18 C 6.7295 15.0402 8.4125
19 O 7.8917 14.3119 8.8345
20 C 9.0309 14.6170 8.0726
21 N 4.4183 15.5129 8.8581
22 H 4.9257 12.9283 8.7642
23 H 4.6556 13.2078 10.4752
24 H 6.2804 12.8213 9.9170
25 H 5.8326 15.3373 10.3824
26 H 7.0276 16.0967 8.3198
27 H 6.4745 14.7185 7.3925
28 H 8.9927 14.2109 7.0542
29 H 9.7655 13.9941 8.5871
30 H 9.3064 15.6754 8.0888
31 H 4.2963 15.2348 7.8867
32 H 3.6098 15.0899 9.3098
33 C 9.4325 18.5415 5.5595
34 C 9.5355 17.5834 4.3873
35 C 10.9658 17.3562 3.9316
36 O 11.4250 18.4455 3.2029
37 C 12.6521 18.1856 2.5650
38 N 8.9204 16.3167 4.7952
39 H 9.9263 18.1396 6.4547
40 H 8.4079 18.7669 5.8475
41 H 9.9453 19.4777 5.3212
42 H 8.9840 18.0504 3.5666
43 H 10.9771 16.3850 3.4120
44 H 11.6302 17.2204 4.8109
45 H 13.4183 17.9185 3.3024
46 H 12.9603 19.1038 2.0667
47 H 12.5587 17.4011 1.8073
48 H 8.9090 15.5897 4.0938
49 H 9.4129 15.9882 5.6168
50 C 15.3474 15.5206 4.2099
51 C 16.6840 14.8349 3.9399
52 C 16.8908 13.6505 4.8630
53 O 18.1771 13.1121 4.5929
54 C 18.3108 11.8066 5.0880
55 N 16.8234 14.4779 2.5470
56 H 14.5645 14.7675 4.3270
57 H 15.1114 16.1408 3.3401
58 H 15.4198 16.2293 5.0331
59 H 17.4603 15.5614 4.2168
60 H 16.0610 12.9527 4.6559
61 H 16.8523 13.8480 5.9423
62 H 17.9734 11.7502 6.1367
63 H 19.3722 11.5648 5.1384
64 H 17.7343 11.1034 4.4855
65 H 17.4065 13.6449 2.4951
66 H 15.9297 14.1302 2.1919
67 C 12.7377 10.8150 0.9539
68 C 13.4261 10.7775 2.2940
69 C 14.8512 10.3298 2.1937
70 O 15.5143 11.1083 1.2135
71 C 16.8913 10.8157 1.0744
72 N 13.2316 12.0615 2.9906
73 H 13.2246 11.5300 0.2944
74 H 11.7067 11.1423 1.0899
75 H 12.7352 9.8151 0.5152
76 H 12.8311 10.0493 2.8772
77 H 14.8760 9.2717 1.8934
78 H 15.4025 10.4080 3.1441
79 H 17.2936 10.3781 1.9890
80 H 17.4138 11.7415 0.8293
81 H 17.0572 10.1485 0.2200
82 H 13.8009 12.0690 3.8381
83 H 12.2808 12.1936 3.2977

HOMO-LUMO gap	8.7	eV
SMILES	COC[C@H](C)N.COC[C@H](C)N.COC[C@H](C)N.COC[C@H](C)N.O.O.O.O.O

# 4
Computed, not measured: a cluster of 2 separate species, C5H10INO3 in total in a non-equilibrium geometry, with ωB97M-V/def2-TZVPD.

Positions of all 20 atoms, in Å:
1 C -0.2944 1.5806 -1.6000
2 C -1.5523 -0.6250 -0.9168
3 C -0.3305 0.1998 -1.0318
4 C 0.7759 -0.2918 -0.4887
5 C 1.3758 0.5059 2.7204
6 N 1.4815 -0.8204 2.7015
7 O 0.2874 -1.4306 3.0760
8 O 2.4472 -1.5764 2.5895
9 O 1.9887 0.3761 -0.6341
10 I 3.0107 1.5651 2.1435
11 H 0.7304 1.9801 -1.6602
12 H -1.0775 2.1285 -1.0268
13 H -0.5603 1.7741 -2.6166
14 H -1.5072 -1.5383 -0.1991
15 H -1.8919 -1.0850 -1.8237
16 H -2.3684 0.0565 -0.6799
17 H 0.4712 -2.4548 3.1406
18 H 0.8442 -1.3505 -0.1348
19 H 0.5339 1.0899 2.8981
20 H 2.7436 -0.1914 -0.4790

HOMO-LUMO gap	8.5	eV
SMILES	[O-]/[N+](O)=C\I.CC(C)=CO

# 5
Computed, not measured: a structure of composition BrF4NP2S in a non-equilibrium geometry, with ωB97M-V/def2-TZVPD.

Positions of all 9 atoms, in Å:
1 N -0.4463 0.1254 -0.3745
2 F -1.9109 2.0109 -1.1102
3 F -1.0460 2.0411 1.1834
4 F 0.2165 -2.2951 -0.6203
5 F 0.7269 -1.2849 1.3922
6 P -0.4997 1.7504 -0.3313
7 P 0.6568 -0.8975 -0.1316
8 S 2.6610 -0.8840 -0.7642
9 Br 3.1227 0.7047 0.4684

HOMO-LUMO gap	8.7	eV

# 6
Computed, not measured: a structure of composition C3H5P in a non-equilibrium geometry, with ωB97M-V/def2-TZVPD.

Positions of all 9 atoms, in Å:
1 C -0.4343 1.0799 0.6370
2 C 0.2045 -0.3381 0.6150
3 C 0.2491 -0.3980 -0.9983
4 P -0.4402 1.3095 -1.0445
5 H -1.0556 1.4749 1.3662
6 H 1.1288 -0.3348 1.0909
7 H -0.4880 -1.0493 1.1024
8 H 1.3297 -0.5525 -1.4215
9 H -0.4942 -1.1916 -1.3472

HOMO-LUMO gap	9.5	eV

Number 1: E_tot -595.299373 hartree. Number 2: E_tot -280.715047 hartree. Number 3: E_tot -1538.107019 hartree. Number 4: E_tot -774.498148 hartree. Number 5: E_tot -4109.302795 hartree. Number 6: E_tot -458.578063 hartree.